No. 1
This record from OMol25 describes a gas-phase ion, C7H10NS3 (charge -1). The level of theory is ωB97M-V/def2-TZVPD.

Output
- relative energy (zero: lowest compared OMol25 entry of this formula, charge and spin) (kcal per mole) = 0.00
- gap between HOMO and LUMO (eV) = 6.32
- HOMO level (eV) = -3.07
- SMILES string = CC(C)c1c([S-])sc(=S)n1C
- total charge = -1

Each line ends with the Mulliken charge.
Geometry (Å):
C: 0.103 1.867 -1.301  -1.16
C: 0.218 1.007 -0.004  0.69
C: 0.211 1.649 1.356  -1.47
C: -0.600 -0.218 -0.116  -0.87
C: -1.963 -0.316 -0.289  0.80
S: -3.166 0.837 -0.555  -0.55
S: -2.476 -2.030 -0.396  -0.24
C: -0.859 -2.551 -0.075  0.33
S: -0.435 -4.231 -0.249  -0.51
N: -0.037 -1.499 0.018  0.08
C: 1.354 -1.729 0.267  -0.90
H: -0.895 1.783 -1.558  0.25
H: 0.767 1.532 -2.162  0.28
H: 0.540 2.875 -1.225  0.38
H: 1.317 0.595 -0.060  -0.01
H: -0.610 2.354 1.335  0.33
H: 1.051 2.314 1.504  0.40
H: 0.370 1.021 2.222  0.37
H: 1.541 -1.197 1.268  0.32
H: 1.396 -2.806 0.424  0.23
H: 2.172 -1.257 -0.403  0.25

Cartesian forces, eV/Å:
C 2.94 -0.01 0.30
C 4.39 -1.71 -1.11
C 0.08 1.91 -0.37
C -2.17 -0.85 0.10
C 0.27 -0.33 -0.45
S -0.49 0.88 0.08
S 1.26 0.90 0.65
C -0.18 -1.38 -1.27
S -0.11 1.01 0.51
N 0.20 -0.29 -0.59
C 1.55 1.50 2.01
H -2.04 0.72 -1.00
H -0.92 -0.60 1.09
H -0.89 0.10 0.61
H -1.77 0.63 -0.03
H -0.81 -0.26 1.01
H 0.67 0.41 -0.59
H -1.02 -0.66 0.01
H 0.11 -0.90 -1.06
H 0.75 0.05 -0.27
H -1.81 -1.10 0.37

No. 2
This record from OMol25 describes a single C2H3N3O molecule. The level of theory is ωB97M-V/def2-TZVPD.

Output
- relative energy (zero: lowest compared OMol25 entry of this formula, charge and spin) (kcal per mole) = 174.75
- gap between HOMO and LUMO (eV) = 9.32
- HOMO level (eV) = -9.05

Each line ends with the Mulliken charge.
Geometry (Å):
O: 2.506 -0.100 -0.069  -0.29
C: 0.858 -0.315 0.154  0.81
N: 0.118 0.569 0.624  -0.63
N: -1.251 0.457 0.362  0.22
C: -1.784 -0.561 -0.249  -0.49
N: 1.519 -1.288 -0.321  -0.42
H: 2.618 0.295 -0.954  0.36
H: -1.718 1.277 0.744  0.27
H: -2.866 -0.335 -0.291  0.18

Cartesian forces, eV/Å:
O 0.33 0.30 -0.13
C -0.05 -0.26 -0.11
N 0.35 -0.22 -0.11
N -0.21 -0.32 -0.19
C -0.03 0.50 0.27
N -0.49 0.29 0.19
H -0.04 -0.08 0.18
H 0.00 -0.15 -0.09
H 0.15 -0.06 -0.01

No. 3
This record from OMol25 describes a molecular structure, C17H18FeO3. The level of theory is ωB97M-V/def2-TZVPD.

Output
- expectation value of S² = 6.108
- spin multiplicity = 5
- gap between HOMO and LUMO (spin up / spin down) (eV) = 6.56 / 6.70
- HOMO level (spin up / spin down) (eV) = -5.87 / -8.47

Each line ends with the Mulliken charge.
Geometry (Å):
C: -0.397 -0.593 3.261  -0.94
C: -1.547 -0.991 2.356  0.27
C: -1.984 -0.494 1.181  -0.62
Fe: -1.831 2.796 -0.908  0.04
C: -2.476 1.475 -1.934  0.40
O: -2.566 0.456 -2.504  -0.35
C: -0.080 2.152 -1.045  0.40
O: 0.890 1.570 -1.320  -0.33
C: -3.669 3.355 -0.327  -0.68
C: -2.961 4.475 -0.860  -0.37
C: -1.738 4.633 -0.119  -0.61
C: -1.696 3.600 0.895  -0.60
C: -2.897 2.805 0.754  -0.34
H: -0.724 -0.664 4.308  0.38
H: 0.450 -1.271 3.120  0.19
H: -0.073 0.437 3.047  0.19
H: -2.250 -1.681 2.869  0.29
H: -1.364 0.044 0.454  -0.08
H: -3.021 -0.675 0.884  0.32
H: -4.669 3.031 -0.610  0.52
H: -3.300 5.118 -1.672  0.45
H: -0.971 5.386 -0.282  0.44
H: -0.949 3.468 1.673  0.52
H: -3.203 2.006 1.420  0.55
C: 4.447 -3.687 -2.217  -1.41
C: 3.398 -2.996 -1.407  1.01
C: 2.118 -3.564 -1.309  -0.38
C: 1.129 -2.998 -0.542  -0.54
C: 1.363 -1.775 0.225  -0.20
O: 0.502 -1.238 0.954  -0.29
C: 2.699 -1.195 0.060  -0.13
C: 3.658 -1.794 -0.721  -0.53
H: 5.398 -3.156 -2.161  0.34
H: 4.594 -4.702 -1.835  0.34
H: 4.161 -3.776 -3.269  0.33
H: 1.907 -4.502 -1.832  0.35
H: 0.137 -3.439 -0.433  0.42
H: 2.866 -0.274 0.619  0.41
H: 4.649 -1.338 -0.775  0.26

Cartesian forces, eV/Å:
C -0.04 -0.11 -0.44
C -1.76 0.50 0.45
C 0.08 -0.40 0.72
Fe 3.28 -2.81 -2.82
C -0.48 -4.32 -3.30
O -0.10 2.51 1.56
C 4.11 -1.86 -1.15
O -2.46 1.48 0.80
C -1.75 1.77 1.62
C -0.99 0.61 0.77
C -0.16 0.60 1.10
C -1.10 1.18 1.09
C -0.74 1.36 0.94
H 0.03 0.11 -0.29
H -0.08 0.20 0.24
H 0.02 -0.43 0.08
H 0.25 0.56 -0.34
H -0.25 0.16 0.66
H 0.44 -0.33 -0.13
H 0.45 0.01 -0.08
H 0.16 -0.34 0.19
H -0.29 -0.20 0.03
H -0.10 0.03 -0.38
H 0.16 -0.01 -0.37
C 0.20 -0.03 0.09
C 0.00 0.21 -0.02
C -0.74 -0.23 0.23
C -0.17 0.12 0.39
C 0.59 0.12 -0.48
O 1.54 -0.73 -1.29
C -0.40 -0.07 0.13
C 0.02 0.32 0.38
H -0.04 -0.07 -0.04
H 0.04 0.08 -0.09
H -0.04 0.04 0.08
H 0.10 0.32 0.09
H 0.28 0.02 -0.15
H 0.15 -0.20 -0.21
H -0.25 -0.18 -0.10

No. 4
This record from OMol25 describes a single C6H6S molecule. The level of theory is ωB97M-V/def2-TZVPD.

Output
- relative energy (zero: lowest compared OMol25 entry of this formula, charge and spin) (kcal per mole) = 106.80
- gap between HOMO and LUMO (eV) = 7.60
- HOMO level (eV) = -8.72
- SMILES string = S=C/C=C\C1=CC1

Each line ends with the Mulliken charge.
Geometry (Å):
S: 4.091 0.161 0.223  -0.22
C: 2.461 0.288 0.075  -0.33
C: 1.597 -0.756 -0.403  -0.29
C: 0.203 -0.825 -0.336  0.01
C: -0.855 0.098 -0.024  0.03
C: -1.654 1.122 -0.319  -0.37
C: -2.324 0.123 0.606  -0.54
H: 2.006 1.256 0.312  0.28
H: 1.995 -1.664 -0.504  0.42
H: -0.238 -1.755 -0.870  0.23
H: -1.724 2.047 -0.834  0.36
H: -3.191 -0.565 0.382  0.24
H: -2.368 0.470 1.693  0.16

Cartesian forces, eV/Å:
S -0.94 -0.06 -0.10
C 0.69 0.69 0.03
C -4.19 2.53 1.86
C 1.28 -0.86 -2.01
C -2.64 1.42 -0.16
C 1.25 -2.58 1.20
C 0.76 0.78 1.18
H -0.07 -0.26 0.00
H 1.99 -3.35 -1.17
H 0.77 1.23 1.46
H -0.23 0.42 -0.47
H 1.18 0.81 -0.45
H 0.15 -0.76 -1.36

No. 5
This record from OMol25 describes a molecular structure, C60H68BrN7O2PReS3. The level of theory is ωB97M-V/def2-TZVPD.

Output
- relative energy (zero: lowest compared OMol25 entry of this formula, charge and spin) (kcal per mole) = 93.22
- expectation value of S² = 0.767
- spin multiplicity = 2
- gap between HOMO and LUMO (spin up / spin down) (eV) = 5.45 / 5.66
- HOMO level (spin up / spin down) (eV) = -13.99 / -13.99
- total charge = +3

Each line ends with the Mulliken charge.
Geometry (Å):
Re: -0.143 -0.805 -1.304  1.08
C: -0.773 -6.692 3.120  -1.65
C: -0.806 -5.298 2.547  0.59
C: 0.072 -4.913 1.535  -0.73
C: 0.084 -3.606 1.065  0.07
C: -0.793 -2.681 1.611  0.25
C: -1.712 -3.048 2.586  -0.90
C: -1.712 -4.351 3.047  -1.01
S: -0.797 -0.978 1.079  1.29
O: -2.231 -0.621 1.048  -0.44
C: -0.117 -0.173 2.567  0.95
C: 0.558 -1.085 3.426  -0.41
C: 0.598 -0.904 4.768  -2.18
C: -0.198 0.116 5.342  1.11
C: -0.415 0.205 6.736  -1.17
C: -1.193 1.199 7.253  -0.74
C: -1.807 2.139 6.394  -0.99
C: -1.582 2.101 5.050  -0.66
C: -0.744 1.102 4.481  0.61
C: -0.489 1.083 3.054  0.09
C: -0.422 2.487 2.447  -0.42
C: 0.395 3.394 3.243  1.27
C: 1.455 2.920 4.063  -0.75
C: 2.146 3.766 4.879  -0.67
C: 1.824 5.141 4.934  -0.87
C: 0.878 5.644 4.096  -0.97
C: 0.183 4.796 3.198  1.17
C: -0.704 5.325 2.236  -1.51
C: -1.219 4.500 1.294  -1.16
C: -1.078 3.090 1.387  0.39
S: -1.676 2.410 -0.130  0.42
O: -0.862 1.136 -0.354  -0.50
C: -3.372 2.072 0.270  0.78
C: -3.826 1.745 1.542  -0.35
C: -5.183 1.571 1.746  -1.02
C: -6.104 1.747 0.712  0.87
C: -7.582 1.612 0.960  -1.64
C: -5.630 2.092 -0.554  -0.79
C: -4.271 2.248 -0.778  -0.76
H: -0.079 -7.333 2.580  0.39
H: -1.765 -7.147 3.097  0.39
H: -0.465 -6.656 4.168  0.34
H: 0.753 -5.648 1.117  0.45
H: 0.775 -3.304 0.283  0.09
H: -2.408 -2.312 2.975  0.53
H: -2.418 -4.646 3.816  0.49
H: 1.045 -1.948 2.998  0.75
H: 1.146 -1.593 5.404  0.55
H: 0.042 -0.536 7.385  0.51
H: -1.352 1.264 8.323  0.44
H: -2.467 2.893 6.805  0.48
H: -2.070 2.826 4.406  0.46
H: 1.744 1.876 4.020  0.38
H: 2.959 3.380 5.486  0.50
H: 2.348 5.794 5.621  0.43
H: 0.656 6.705 4.080  0.49
H: -0.895 6.392 2.204  0.48
H: -1.786 4.911 0.461  0.58
H: -3.129 1.628 2.364  0.49
H: -5.541 1.313 2.735  0.48
H: -7.790 1.069 1.880  0.40
H: -8.078 1.111 0.128  0.40
H: -8.033 2.603 1.051  0.32
H: -6.331 2.253 -1.364  0.57
H: -3.898 2.525 -1.761  0.31
N: 1.635 -0.708 -1.156  1.52
P: 3.278 -0.618 -1.390  -1.12
N: 3.895 -1.643 -2.501  0.03
C: 3.254 -1.745 -3.847  0.35
C: 2.658 -3.149 -4.089  -1.49
C: 2.147 -3.756 -2.779  0.74
C: 3.318 -3.973 -1.799  -0.62
C: 4.432 -2.953 -2.059  -0.86
N: 3.989 -0.929 0.036  0.98
C: 5.422 -0.567 0.216  -0.93
C: 5.598 0.234 1.497  -0.67
C: 5.195 -0.611 2.724  -0.81
C: 4.186 -1.707 2.343  -1.14
C: 3.228 -1.193 1.277  0.54
N: 3.724 0.888 -1.844  0.38
C: 4.094 1.293 -3.219  -1.21
C: 2.912 1.878 -3.989  0.21
C: 2.318 3.053 -3.203  -1.35
C: 1.920 2.605 -1.795  1.74
C: 3.135 2.017 -1.075  -1.13
H: 3.998 -1.525 -4.614  0.38
H: 2.462 -0.996 -3.910  -0.68
H: 3.412 -3.812 -4.518  0.51
H: 1.849 -3.054 -4.815  0.52
H: 1.632 -4.698 -2.972  0.75
H: 1.416 -3.074 -2.342  -1.00
H: 3.726 -4.978 -1.914  0.58
H: 2.966 -3.880 -0.765  0.05
H: 5.079 -3.304 -2.864  0.44
H: 5.056 -2.820 -1.182  0.27
H: 5.748 0.000 -0.653  0.61
H: 6.033 -1.474 0.267  0.46
H: 4.981 1.136 1.434  0.13
H: 6.635 0.558 1.576  0.53
H: 4.756 0.039 3.482  0.34
H: 6.077 -1.073 3.168  0.42
H: 3.624 -2.025 3.220  0.48
H: 4.705 -2.589 1.956  0.38
H: 2.740 -0.281 1.643  -0.08
H: 2.448 -1.923 1.062  -0.50
H: 4.548 0.445 -3.726  0.51
H: 4.860 2.066 -3.124  0.50
H: 2.144 1.108 -4.137  -0.33
H: 3.258 2.211 -4.969  0.52
H: 1.459 3.473 -3.728  0.38
H: 3.073 3.845 -3.127  0.40
H: 1.148 1.842 -1.863  -1.24
H: 1.521 3.443 -1.217  0.42
H: 2.873 1.671 -0.070  0.18
H: 3.905 2.785 -0.983  0.51
Br: -5.708 -0.850 -2.874  -0.12
C: -4.277 -1.797 -2.115  -0.32
C: -4.395 -3.151 -1.839  -0.28
C: -3.270 -3.834 -1.404  -1.43
C: -2.078 -3.158 -1.282  0.05
N: -1.980 -1.834 -1.501  0.55
C: -3.081 -1.155 -1.891  0.01
H: -5.340 -3.662 -1.979  0.56
H: -3.309 -4.892 -1.179  0.56
H: -1.173 -3.678 -1.017  0.58
H: -2.986 -0.087 -2.044  0.47
C: -3.566 -0.342 -7.465  -1.45
C: -2.945 0.323 -6.283  0.69
C: -3.167 1.618 -5.904  -1.11
C: -2.488 2.122 -4.790  1.07
N: -1.672 1.350 -4.049  0.07
C: -1.426 0.121 -4.452  -0.17
S: -0.190 -0.903 -3.786  -0.53
N: -2.061 -0.389 -5.541  0.15
C: -2.575 3.568 -4.438  -1.25
H: -4.377 0.258 -7.867  0.40
H: -3.949 -1.332 -7.206  0.40
H: -2.818 -0.477 -8.251  0.36
H: -3.835 2.247 -6.475  0.51
H: -1.825 -1.333 -5.820  0.34
H: -3.414 4.057 -4.930  0.46
H: -1.653 4.053 -4.775  0.31
H: -2.628 3.721 -3.361  0.14

Cartesian forces, eV/Å:
Re 3.23 1.76 0.70
C -0.11 0.16 -0.07
C -0.03 -0.08 0.12
C -0.01 -0.03 -0.01
C 0.12 0.07 0.16
C 0.35 0.06 -0.15
C -0.07 0.02 0.05
C 0.04 -0.05 -0.06
S -0.91 -0.59 0.20
O 0.30 0.10 0.21
C 0.43 -0.03 -0.10
C -0.15 0.00 -0.19
C -0.05 0.01 0.34
C 0.04 0.14 -0.14
C 0.04 -0.03 0.07
C -0.03 0.04 0.04
C -0.06 -0.03 0.10
C 0.14 0.13 -0.11
C -0.02 0.02 -0.12
C 0.05 0.21 -0.27
C -0.09 -0.17 0.02
C 0.01 -0.15 -0.06
C -0.12 -0.10 0.01
C 0.13 0.05 0.04
C 0.08 -0.03 0.12
C -0.03 0.07 -0.11
C -0.06 -0.19 0.09
C 0.08 0.17 0.09
C -0.12 -0.05 -0.21
C 0.18 0.22 0.04
S -0.57 -0.15 -0.02
O 0.13 -0.59 -0.46
C 0.05 -0.11 -0.14
C 0.00 -0.01 0.04
C 0.06 0.04 0.11
C -0.13 0.00 -0.09
C 0.09 0.11 -0.04
C 0.08 -0.05 -0.03
C 0.01 0.00 -0.03
H -0.03 0.02 0.02
H 0.07 0.02 -0.02
H 0.01 -0.01 -0.04
H -0.01 0.08 0.02
H 0.03 -0.04 0.02
H 0.05 -0.07 0.00
H 0.05 0.02 -0.04
H -0.08 -0.12 -0.04
H -0.05 0.08 -0.06
H -0.04 0.07 -0.06
H -0.02 -0.01 -0.07
H 0.05 -0.06 -0.01
H 0.11 -0.02 0.03
H -0.10 0.01 0.07
H -0.07 0.05 -0.04
H 0.00 -0.05 -0.05
H 0.02 -0.06 0.00
H 0.03 -0.06 0.01
H 0.07 -0.05 0.09
H -0.07 -0.03 -0.06
H 0.01 0.00 -0.02
H 0.01 -0.02 -0.02
H 0.02 -0.02 0.04
H 0.01 -0.04 0.01
H 0.02 -0.02 0.04
H -0.09 0.02 0.05
N -2.39 -0.45 -0.43
P 1.89 0.37 0.14
N -0.76 -0.45 -0.21
C 0.07 -0.29 0.16
C -0.03 0.14 0.29
C 0.30 -0.10 -0.19
C -0.16 0.24 -0.07
C -0.05 -0.10 -0.02
N -0.41 0.11 0.27
C 0.02 0.00 0.10
C -0.16 -0.10 0.03
C -0.04 -0.01 -0.08
C 0.10 0.15 -0.12
C 0.12 -0.06 0.07
N -0.75 0.34 -0.36
C -0.07 -0.08 -0.01
C 0.03 0.13 0.26
C 0.03 -0.10 0.04
C 0.35 0.09 -0.13
C -0.22 -0.14 -0.13
H 0.01 0.09 0.03
H 0.10 0.01 -0.04
H -0.03 0.04 -0.06
H 0.06 -0.05 -0.05
H 0.00 0.03 0.01
H -0.16 0.06 0.09
H 0.02 -0.01 0.04
H 0.05 -0.05 -0.03
H 0.03 0.11 0.00
H 0.04 0.02 -0.02
H 0.00 0.01 -0.03
H -0.10 -0.03 -0.07
H 0.05 -0.01 -0.01
H -0.01 0.04 -0.01
H 0.05 -0.02 0.02
H -0.02 0.02 0.03
H -0.05 -0.05 0.03
H -0.06 0.00 0.04
H -0.01 0.02 -0.07
H -0.03 -0.08 -0.01
H 0.02 0.05 0.02
H 0.07 -0.06 0.08
H 0.03 0.05 -0.04
H -0.02 -0.05 -0.01
H 0.02 0.00 0.00
H -0.09 0.00 -0.05
H -0.21 -0.04 0.01
H 0.03 -0.03 0.02
H 0.06 0.01 -0.03
H 0.10 -0.07 0.10
Br -0.02 0.07 0.06
C -0.11 0.01 -0.09
C 0.03 -0.14 0.06
C -0.19 -0.06 -0.03
C 0.06 0.24 -0.19
N -1.05 -0.40 -0.09
C 0.32 -0.15 0.09
H 0.05 0.04 0.00
H -0.01 0.03 -0.05
H 0.06 0.02 0.04
H 0.05 0.00 0.04
C 0.11 -0.10 0.00
C -0.03 -0.16 -0.15
C -0.04 0.16 0.02
C 0.12 -0.06 0.09
N -0.06 0.19 0.03
C 0.21 0.22 -0.13
S -0.30 -0.15 0.57
N -0.05 0.11 -0.02
C -0.01 -0.02 0.04
H 0.00 0.01 0.03
H -0.01 0.06 0.03
H -0.01 0.03 0.04
H 0.01 -0.04 0.01
H -0.02 -0.11 0.01
H 0.02 -0.02 0.04
H -0.05 -0.04 0.00
H 0.01 -0.07 0.02